Entry 1:
{"formula": "C61H78MnN4O2P2S2Se", "method": "ωB97M-V/def2-TZVPD", "elements": ["Mn", "C", "C", "C", "C", "C", "C", "C", "Se", "C", "C", "C", "C", "C", "C", "O", "C", "C", "C", "C", "C", "C", "C", "C", "C", "O", "C", "C", "C", "C", "C", "C", "H", "H", "H", "H", "H", "H", "H", "H", "H", "H", "H", "H", "H", "H", "H", "H", "H", "H", "H", "H", "H", "H", "H", "H", "H", "H", "H", "H", "H", "H", "H", "H", "H", "H", "H", "H", "H", "H", "H", "H", "C", "S", "C", "C", "C", "N", "P", "C", "C", "C", "C", "C", "C", "C", "C", "C", "C", "C", "C", "P", "C", "C", "C", "C", "C", "C", "C", "C", "C", "C", "C", "C", "H", "H", "H", "H", "H", "H", "H", "H", "H", "H", "H", "H", "H", "H", "H", "H", "H", "H", "H", "H", "H", "H", "H", "H", "H", "H", "H", "H", "H", "S", "C", "N", "C", "C", "N", "H", "H", "H", "H", "H", "H", "C", "C", "N", "H", "H", "H"], "positions_angstrom": [[0.20, -0.58, -0.29], [-3.85, 0.32, 6.36], [-2.34, 0.57, 6.23], [-1.59, -0.19, 7.33], [-2.09, 2.07, 6.44], [-1.86, 0.08, 4.87], [-1.30, 0.92, 3.92], [-0.82, 0.38, 2.74], [-0.12, 1.48, 1.32], [1.75, 1.39, 1.79], [2.17, 2.05, 2.92], [3.49, 1.93, 3.32], [4.30, 1.11, 2.54], [3.91, 0.45, 1.38], [2.56, 0.60, 0.95], [2.03, 0.08, -0.12], [4.96, -0.44, 0.71], [6.28, 0.32, 0.51], [4.53, -0.97, -0.66], [5.20, -1.64, 1.65], [4.05, 2.62, 4.55], [5.29, 3.44, 4.15], [4.44, 1.58, 5.60], [3.04, 3.58, 5.19], [-0.86, -1.00, 2.44], [-0.27, -1.43, 1.37], [-1.58, -1.83, 3.35], [-2.01, -1.26, 4.53], [-1.86, -3.28, 2.97], [-2.65, -3.30, 1.65], [-2.68, -4.02, 4.03], [-0.54, -4.01, 2.77], [-4.22, 0.68, 7.32], [-4.07, -0.75, 6.30], [-4.39, 0.82, 5.57], [-1.92, 0.15, 8.31], [-0.52, -0.02, 7.25], [-1.77, -1.26, 7.26], [-2.43, 2.37, 7.43], [-2.63, 2.67, 5.70], [-1.03, 2.30, 6.37], [-1.21, 1.98, 4.06], [1.45, 2.63, 3.47], [5.32, 0.97, 2.86], [6.10, 1.25, -0.03], [6.96, -0.30, -0.07], [6.77, 0.56, 1.45], [4.31, -0.14, -1.33], [3.64, -1.59, -0.57], [5.33, -1.56, -1.09], [5.64, -1.31, 2.59], [5.88, -2.36, 1.19], [4.26, -2.13, 1.88], [6.07, 2.79, 3.76], [5.68, 3.97, 5.01], [5.03, 4.15, 3.38], [5.17, 0.87, 5.20], [3.57, 1.02, 5.92], [4.88, 2.07, 6.47], [2.72, 4.34, 4.47], [3.50, 4.08, 6.03], [2.16, 3.05, 5.55], [-2.51, -1.90, 5.24], [-3.56, -2.72, 1.74], [-2.92, -4.32, 1.39], [-2.05, -2.89, 0.84], [-3.65, -3.54, 4.19], [-2.15, -4.07, 4.98], [-2.87, -5.04, 3.69], [0.07, -3.46, 2.06], [-0.71, -5.02, 2.39], [0.00, -4.08, 3.72], [-1.39, 3.00, -7.79], [-0.67, 1.39, -8.21], [-1.40, 0.39, -6.88], [-0.64, 0.50, -5.56], [-1.60, 0.22, -4.39], [-0.96, 0.07, -3.10], [-0.31, 1.23, -1.97], [-1.41, 2.69, -2.22], [-2.17, 3.16, -1.15], [-2.92, 4.32, -1.27], [-2.91, 5.03, -2.47], [-2.14, 4.57, -3.53], [-1.39, 3.43, -3.40], [1.16, 2.01, -2.71], [1.98, 1.45, -3.68], [3.13, 2.10, -4.08], [3.47, 3.32, -3.51], [2.68, 3.86, -2.51], [1.54, 3.20, -2.10], [-0.56, -1.44, -2.42], [0.52, -2.14, -3.72], [0.04, -2.77, -4.86], [0.90, -3.04, -5.91], [2.24, -2.68, -5.83], [2.73, -2.08, -4.68], [1.88, -1.81, -3.63], [-1.97, -2.58, -2.55], [-1.63, -3.87, -2.13], [-2.59, -4.83, -1.95], [-3.93, -4.52, -2.15], [-4.28, -3.24, -2.55], [-3.31, -2.27, -2.75], [-1.00, 3.72, -8.50], [-1.10, 3.29, -6.78], [-2.48, 2.94, -7.87], [-1.38, -0.64, -7.24], [-2.43, 0.71, -6.77], [-0.21, 1.50, -5.45], [0.18, -0.22, -5.54], [-2.11, -0.72, -4.61], [-2.35, 1.02, -4.34], [-2.18, 2.62, -0.21], [-3.49, 4.68, -0.43], [-3.49, 5.93, -2.58], [-2.13, 5.12, -4.46], [-0.76, 3.10, -4.22], [1.72, 0.50, -4.12], [3.77, 1.66, -4.83], [4.36, 3.84, -3.84], [2.95, 4.80, -2.05], [0.93, 3.61, -1.30], [-1.01, -3.04, -4.93], [0.53, -3.51, -6.81], [2.90, -2.88, -6.66], [3.77, -1.81, -4.62], [2.24, -1.34, -2.72], [-0.58, -4.08, -1.94], [-2.31, -5.83, -1.64], [-4.69, -5.26, -1.98], [-5.32, -3.00, -2.71], [-3.60, -1.28, -3.06], [-2.28, -0.28, -0.12], [-3.79, 0.05, -0.76], [-4.94, -0.42, -0.24], [-6.08, -0.08, -1.07], [-5.50, 1.03, -1.96], [-4.07, 0.80, -1.86], [-4.95, -1.20, 0.39], [-6.92, 0.26, -0.46], [-6.41, -0.94, -1.67], [-5.76, 2.03, -1.57], [-5.83, 0.96, -3.00], [-3.41, 1.52, -2.13], [2.47, -4.19, 0.91], [1.81, -3.20, 0.10], [1.27, -2.40, -0.53], [3.39, -4.52, 0.42], [1.80, -5.04, 1.03], [2.70, -3.78, 1.89]], "lowdin_charge": [0.109, -0.049, -0.559, -0.047, -0.066, -0.185, -0.061, -0.378, 1.146, -0.361, -0.067, -0.182, 0.002, -0.082, -0.348, -0.244, -0.527, -0.050, -0.058, -0.035, -0.559, -0.049, -0.044, -0.065, -0.427, -0.286, -0.085, 0.015, -0.523, -0.051, -0.063, -0.041, 0.079, 0.073, 0.086, 0.080, 0.088, 0.074, 0.081, 0.083, 0.079, 0.093, 0.092, 0.096, 0.091, 0.080, 0.069, 0.087, 0.043, 0.082, 0.079, 0.083, 0.066, 0.072, 0.080, 0.089, 0.075, 0.087, 0.080, 0.086, 0.082, 0.076, 0.092, 0.074, 0.080, 0.046, 0.084, 0.082, 0.081, 0.047, 0.084, 0.093, -0.407, 0.791, -0.498, -0.256, -0.251, -0.419, 0.962, -0.345, -0.136, -0.071, -0.075, -0.068, -0.086, -0.338, -0.087, -0.072, -0.085, -0.072, -0.093, 0.929, -0.327, -0.095, -0.084, -0.079, -0.073, -0.117, -0.354, -0.105, -0.079, -0.084, -0.085, -0.104, 0.028, 0.014, 0.032, 0.070, 0.075, 0.076, 0.090, 0.103, 0.108, 0.050, 0.108, 0.103, 0.105, 0.092, 0.066, 0.105, 0.100, 0.105, 0.110, 0.108, 0.104, 0.103, 0.108, 0.087, 0.101, 0.106, 0.101, 0.095, 0.081, 0.827, -0.728, 0.040, -0.142, -0.132, 0.030, 0.132, 0.118, 0.107, 0.120, 0.117, 0.089, -0.035, -0.168, 0.123, 0.096, 0.088, 0.092], "de_lowest_kcal_mol": 20.1, "s2": 1.13, "homo_lumo_gap_ev": [6.7, 6.6], "e_homo_ha": [-0.2376, -0.2318], "e_tot_ev": -211494.0269, "multiplicity": 2}

Entry 2:
{"formula": "C61H78N3O28PS", "method": "ωB97M-V/def2-TZVPD", "elements": ["C", "C", "C", "C", "C", "C", "C", "C", "C", "C", "C", "C", "C", "C", "C", "C", "C", "C", "C", "P", "N", "O", "C", "C", "C", "N", "C", "O", "S", "O", "O", "C", "C", "N", "H", "H", "H", "H", "H", "H", "H", "H", "H", "H", "H", "H", "H", "H", "H", "H", "H", "H", "H", "H", "H", "H", "H", "H", "H", "H", "H", "H", "H", "H", "H", "H", "H", "H", "H", "H", "H", "H", "H", "H", "H", "H", "H", "H", "H", "H", "H", "H", "H", "H", "H", "H", "H", "H", "O", "C", "C", "C", "O", "C", "O", "C", "C", "O", "H", "H", "H", "H", "O", "C", "C", "C", "O", "C", "O", "C", "C", "O", "H", "H", "H", "H", "O", "C", "C", "C", "O", "C", "O", "C", "C", "O", "H", "H", "H", "H", "O", "C", "C", "C", "O", "C", "O", "C", "C", "O", "H", "H", "H", "H", "O", "C", "C", "C", "O", "C", "O", "C", "C", "O", "H", "H", "H", "H", "O", "C", "C", "C", "O", "C", "O", "C", "C", "O", "H", "H", "H", "H"], "positions_angstrom": [[2.95, -2.00, 8.73], [3.38, -2.92, 7.59], [3.76, -2.16, 6.31], [4.86, -2.82, 5.46], [6.10, -1.94, 5.24], [5.96, -0.95, 4.08], [5.33, 0.39, 4.47], [5.65, 1.51, 3.48], [5.30, 2.89, 4.04], [4.83, 3.93, 3.01], [3.61, 4.74, 3.46], [2.27, 4.09, 3.05], [1.58, 3.27, 4.16], [0.32, 3.91, 4.77], [-0.95, 3.13, 4.42], [-2.17, 3.56, 5.25], [-2.98, 2.43, 5.90], [-4.15, 1.85, 5.07], [-4.19, 0.33, 4.76], [-2.71, 0.11, 3.56], [-3.47, -0.27, 2.04], [-2.16, -1.37, 3.99], [-5.60, -0.05, 4.24], [-6.16, 0.89, 3.15], [-7.14, 1.96, 3.69], [-7.02, 3.29, 3.11], [-5.72, -1.50, 3.75], [-4.76, -2.40, 4.35], [-4.48, -2.22, 5.88], [-3.45, -3.14, 6.22], [-5.75, -2.28, 6.56], [-3.88, -0.52, 6.04], [-4.42, 0.00, 7.39], [-5.78, 0.53, 7.37], [3.82, -1.61, 9.26], [2.32, -2.51, 9.45], [2.40, -1.14, 8.34], [4.23, -3.53, 7.91], [2.57, -3.62, 7.36], [2.85, -2.09, 5.69], [4.04, -1.13, 6.56], [4.46, -3.11, 4.49], [5.17, -3.74, 5.95], [6.31, -1.39, 6.16], [6.95, -2.60, 5.04], [6.93, -0.77, 3.61], [5.33, -1.42, 3.31], [5.69, 0.69, 5.45], [4.25, 0.28, 4.50], [6.71, 1.45, 3.20], [5.06, 1.35, 2.57], [6.16, 3.29, 4.59], [4.51, 2.76, 4.79], [4.59, 3.41, 2.08], [5.65, 4.61, 2.77], [3.62, 4.81, 4.55], [3.67, 5.76, 3.07], [2.45, 3.43, 2.20], [1.57, 4.86, 2.69], [1.29, 2.30, 3.73], [2.30, 3.05, 4.94], [0.40, 3.90, 5.86], [0.23, 4.94, 4.43], [-1.17, 3.23, 3.35], [-0.75, 2.08, 4.61], [-2.85, 4.19, 4.67], [-1.80, 4.18, 6.07], [-2.31, 1.65, 6.26], [-3.44, 2.86, 6.80], [-4.16, 2.39, 4.11], [-5.09, 2.09, 5.56], [-2.85, -0.85, 1.48], [-3.63, 0.58, 1.50], [-1.74, -1.86, 3.27], [-6.29, 0.04, 5.07], [-5.36, 1.40, 2.60], [-6.69, 0.28, 2.42], [-8.16, 1.61, 3.51], [-7.04, 2.03, 4.78], [-6.08, 3.65, 3.23], [-7.24, 3.25, 2.12], [-6.71, -1.88, 4.00], [-5.57, -1.59, 2.68], [-2.80, -0.60, 6.15], [-3.73, 0.76, 7.75], [-4.33, -0.83, 8.10], [-6.43, -0.24, 7.36], [-5.95, 1.08, 8.20], [-12.63, 2.04, -2.27], [-11.64, 2.22, -1.58], [-11.65, 2.65, -0.20], [-10.49, 2.82, 0.44], [-10.40, 3.21, 1.70], [-9.15, 2.57, -0.24], [-8.16, 2.75, 0.45], [-9.13, 2.13, -1.61], [-10.30, 1.96, -2.25], [-10.40, 1.57, -3.51], [-12.61, 2.83, 0.27], [-9.45, 3.28, 1.93], [-8.18, 1.94, -2.08], [-11.36, 1.55, -3.73], [9.11, 0.01, 2.77], [9.43, -0.71, 1.84], [9.90, -2.07, 1.97], [10.23, -2.75, 0.86], [10.67, -3.99, 0.86], [10.11, -2.14, -0.52], [10.45, -2.85, -1.46], [9.62, -0.79, -0.66], [9.30, -0.11, 0.45], [8.83, 1.13, 0.45], [9.98, -2.49, 2.96], [10.82, -4.22, -0.08], [9.54, -0.37, -1.65], [8.68, 1.36, 1.39], [-9.88, -5.02, -4.27], [-10.46, -3.97, -4.45], [-11.84, -3.70, -4.11], [-12.35, -2.49, -4.38], [-13.59, -2.13, -4.10], [-11.53, -1.40, -5.04], [-12.12, -0.35, -5.24], [-10.15, -1.65, -5.37], [-9.64, -2.86, -5.09], [-8.39, -3.21, -5.35], [-12.41, -4.49, -3.64], [-13.69, -1.21, -4.40], [-9.58, -0.86, -5.82], [-8.31, -4.14, -5.05], [14.14, -4.64, -6.70], [13.70, -3.65, -6.13], [13.87, -2.30, -6.60], [13.35, -1.29, -5.90], [13.43, -0.02, -6.23], [12.59, -1.53, -4.60], [12.17, -0.54, -4.04], [12.41, -2.89, -4.13], [12.93, -3.89, -4.85], [12.83, -5.17, -4.52], [14.43, -2.19, -7.52], [12.96, 0.48, -5.53], [11.86, -3.04, -3.22], [13.30, -5.67, -5.22], [-13.61, 2.15, -5.80], [-14.02, 2.44, -6.91], [-15.14, 3.32, -7.17], [-15.48, 3.56, -8.44], [-16.48, 4.35, -8.80], [-14.74, 2.95, -9.62], [-15.16, 3.25, -10.73], [-13.62, 2.08, -9.36], [-13.27, 1.83, -8.09], [-12.28, 1.04, -7.74], [-15.66, 3.76, -6.33], [-16.49, 4.34, -9.78], [-13.10, 1.66, -10.20], [-12.26, 0.98, -6.76], [13.99, -3.82, -14.15], [14.35, -3.61, -13.00], [13.94, -4.38, -11.85], [14.40, -4.04, -10.63], [14.07, -4.70, -9.54], [15.33, -2.85, -10.43], [15.67, -2.61, -9.29], [15.75, -2.10, -11.58], [15.30, -2.44, -12.79], [15.62, -1.82, -13.91], [13.28, -5.22, -12.01], [14.52, -4.31, -8.76], [16.43, -1.26, -11.43], [15.14, -2.29, -14.63]], "lowdin_charge": [-0.118, -0.266, -0.216, -0.204, -0.209, -0.203, -0.217, -0.209, -0.200, -0.203, -0.205, -0.194, -0.199, -0.211, -0.241, -0.201, -0.202, -0.200, -0.446, 0.963, -0.154, -0.292, -0.281, -0.151, -0.266, 0.008, -0.163, -0.224, 0.629, -0.246, -0.266, -0.296, -0.244, 0.026, 0.070, 0.065, 0.068, 0.098, 0.104, 0.108, 0.094, 0.103, 0.099, 0.109, 0.101, 0.081, 0.113, 0.115, 0.112, 0.096, 0.112, 0.114, 0.090, 0.095, 0.103, 0.106, 0.100, 0.098, 0.101, 0.101, 0.092, 0.106, 0.110, 0.107, 0.066, 0.108, 0.102, 0.103, 0.107, 0.094, 0.094, 0.038, 0.033, 0.069, 0.115, 0.087, 0.112, 0.109, 0.097, 0.059, 0.017, 0.132, 0.107, 0.111, 0.104, 0.116, 0.067, 0.082, 0.115, -0.308, 0.075, -0.227, 0.122, -0.296, 0.074, 0.073, -0.226, 0.114, 0.137, 0.101, 0.135, 0.104, 0.088, -0.309, 0.076, -0.230, 0.121, -0.298, 0.086, 0.079, -0.227, 0.122, 0.137, 0.121, 0.137, 0.115, 0.110, -0.309, 0.076, -0.225, 0.129, -0.284, 0.066, 0.081, -0.227, 0.127, 0.138, 0.125, 0.140, 0.124, 0.091, -0.290, 0.079, -0.222, 0.124, -0.301, 0.102, 0.080, -0.224, 0.120, 0.107, 0.120, 0.106, 0.120, 0.101, -0.305, 0.072, -0.236, 0.115, -0.316, 0.098, 0.069, -0.229, 0.110, 0.135, 0.120, 0.134, 0.082, 0.100, -0.315, 0.070, -0.223, 0.114, -0.299, 0.088, 0.071, -0.236, 0.118, 0.135, 0.086, 0.135, 0.120], "homo_lumo_gap_ev": 6.3, "e_homo_ha": -0.2976, "e_tot_ev": -146443.9814, "smiles": "CCCCCCCCCCCCCCCCCC[C@]1(P(N)O)[C@@H](CCN)COS(=O)(=O)[C@@H]1CN.O=C1C=C(O)C(=O)C=C1O.O=C1C=C(O)C(=O)C=C1O.O=C1C=C(O)C(=O)C=C1O.O=C1C=C(O)C(=O)C=C1O.O=C1C=C(O)C(=O)C=C1O.O=C1C=C(O)C(=O)C=C1O"}